# C2H2FLiO2

A molecular structure, C2H2FLiO2 (ωB97M-V/def2-TZVPD, OMol25).

Computed properties:
Net charge: +1
Strongest force on any atom: 1.868 eV/Å
Gap between HOMO and LUMO (alpha / beta): 6.718 / 9.508 eV
HOMO energy (alpha / beta): -12.832 / -15.369 eV
Multiplicity: 2

Positions of all 8 atoms, in Å:
H -3.0606 0.6591 -2.9438
C -2.1334 2.7293 -2.3858
C -0.7701 2.1933 -2.0953
O 0.2121 2.8851 -2.2189
O -3.2011 2.0911 -2.3803
F -2.2039 3.9885 -2.7185
H -0.7432 1.1000 -1.9247
Li -4.9675 2.7776 -1.8677

=====

# C2H2FLiOZn

A molecular structure, C2H2FLiOZn (ωB97M-V/def2-TZVPD, OMol25).

Computed properties:
Net charge: +1
Strongest force on any atom: 5.476 eV/Å
Gap between HOMO and LUMO (alpha / beta): 7.744 / 7.936 eV
HOMO energy (alpha / beta): -12.195 / -13.431 eV
Multiplicity: 2

Positions of all 8 atoms, in Å:
H 1.5941 -0.2500 -0.6545
C -0.9948 -0.1558 -0.5180
C 0.2053 0.4177 -0.5657
O 1.1063 -0.0496 0.3760
Li 0.7547 2.4648 0.1960
Zn 0.4299 -1.3781 1.6198
F -1.1293 -1.3125 0.3036
H -1.9661 0.2636 -0.7572

=====

# C2H2FN

A single C2H2FN molecule (ωB97M-V/def2-TZVPD, OMol25).

Computed properties:
Energy above the lowest of the compared OMol25 structures with the same formula, charge and spin: 68.3 kcal/mol
Net charge: 0
Strongest force on any atom: 2.610 eV/Å
SMILES string: C=C=NF
Gap between HOMO and LUMO: 10.635 eV
HOMO energy: -10.424 eV

Positions of all 6 atoms, in Å:
C 0.3033 -0.0254 -0.0165
C 1.5941 -0.2748 0.0588
N 2.7581 -0.6249 -0.0421
F 3.7130 0.4120 0.0074
H -0.4120 0.2016 0.8489
H -0.2828 -0.0097 -0.8899

=====

# C2H2FN

A single C2H2FN molecule (ωB97M-V/def2-TZVPD, OMol25).

Computed properties:
Energy above the lowest of the compared OMol25 structures with the same formula, charge and spin: 52.3 kcal/mol
Net charge: 0
Strongest force on any atom: 3.643 eV/Å
Gap between HOMO and LUMO: 9.385 eV
HOMO energy: -8.713 eV

Positions of all 6 atoms, in Å:
C -0.7758 -0.8220 -1.1702
C 0.3250 0.2704 0.7938
N -0.2226 -0.1639 -0.2801
F 1.6984 0.2093 0.9001
H -0.9064 -0.1508 -2.0049
H -0.1186 0.6570 1.7613